Computed, not measured: C16H12AuClN2O5 as an isolated structure, with the ωB97M-V functional and the def2-TZVPD basis.

Geometry (Å):
Au -0.53 -1.66 0.63
O 2.44 2.88 0.02
C 3.44 2.14 -0.46
C 4.69 2.73 -0.67
C 5.75 2.00 -1.17
C 5.59 0.65 -1.47
C 4.35 0.06 -1.26
C 3.27 0.77 -0.76
C 1.96 0.03 -0.57
O 1.91 -1.18 -0.81
N 1.00 0.86 -0.15
N -0.27 0.34 0.13
C -1.19 1.23 -0.06
C -2.61 1.28 0.22
C -3.31 2.31 -0.44
C -4.65 2.55 -0.26
C -5.35 1.74 0.66
C -4.71 0.75 1.36
C -3.30 0.46 1.20
O -2.72 -0.42 1.88
H 1.65 2.22 0.07
H 4.80 3.78 -0.42
H 6.71 2.48 -1.32
H 6.42 0.07 -1.86
H 4.18 -0.99 -1.47
H -0.82 2.14 -0.54
H -2.75 2.94 -1.13
H -5.16 3.34 -0.80
H -6.41 1.90 0.82
H -5.24 0.13 2.07
Cl -0.17 -6.35 2.35
C -1.44 -5.91 1.14
C -1.29 -4.53 0.48
O -1.76 -4.45 -0.65
O -0.71 -3.66 1.20
H -2.38 -5.94 1.68
H -1.43 -6.68 0.38

Computed properties:
Net charge = -2
LUMO level = 4.80 eV
Kohn-Sham gap = 6.0 eV

natural (NBO) atomic charge list, values in e, 2 entries: number 1, Au, carries 0.651; number 2, O, carries -0.722


Computed, not measured: a 2-piece molecular cluster, CH4F2O overall in a non-equilibrium geometry, with the ωB97M-V functional and the def2-TZVPD basis.

Geometry (Å):
F 0.00 0.00 0.00
C 0.13 -0.45 -1.27
F -0.72 0.32 -1.96
H 1.17 -0.19 -1.55
H -0.01 -1.54 -1.42
O -2.61 2.00 -0.87
H -2.35 1.08 -0.62
H -1.91 2.57 -0.48

Computed properties:
Net charge = 0
SMILES string = FCF.O
Energy above the lowest of the compared OMol25 structures with the same formula, charge and spin = 3.0 kcal per mole
LUMO level = 0.88 eV
Kohn-Sham gap = 11.9 eV

natural (NBO) atomic charge list, values in e, 2 entries: number 1, F, carries -0.353; number 2, C, carries 0.431


Computed, not measured: C27H19BCl2MgN2O7S as an isolated structure in a non-equilibrium geometry, with the ωB97M-V functional and the def2-TZVPD basis.

Geometry (Å):
Mg 0.94 -0.08 0.92
O 0.95 0.20 5.02
C 0.97 0.38 3.79
O 0.26 -0.16 2.90
C 1.99 1.40 3.27
C 2.81 2.12 4.14
C 3.72 3.02 3.60
C 3.78 3.16 2.21
C 2.93 2.39 1.43
N 2.05 1.54 1.96
H 2.72 1.95 5.20
H 4.36 3.61 4.24
H 4.48 3.84 1.76
H 2.93 2.45 0.35
Cl -6.32 3.99 1.46
C -4.93 2.95 1.20
C -5.10 1.57 1.26
C -4.03 0.75 1.02
Cl -4.27 -0.97 1.09
C -2.68 1.21 0.72
O -1.76 0.40 0.50
C -2.58 2.67 0.69
C -1.35 3.35 0.38
O -0.27 2.90 0.06
C -3.70 3.48 0.93
H -6.07 1.15 1.49
H -1.47 4.47 0.41
H -3.57 4.56 0.89
C 3.98 -0.86 1.11
O 2.64 -1.00 1.22
H 4.29 -0.16 0.29
H 4.51 -1.82 0.89
H 4.46 -0.46 2.03
O 0.78 -1.18 -2.07
B 0.82 -0.03 -1.20
O 0.71 1.09 -2.09
C 0.58 0.64 -3.36
C 0.41 1.34 -4.53
C 0.28 0.60 -5.71
C 0.33 -0.79 -5.70
C 0.50 -1.50 -4.51
C 0.62 -0.76 -3.34
H 0.35 2.42 -4.53
H 0.14 1.12 -6.65
H 0.21 -1.33 -6.63
H 0.52 -2.58 -4.49
S 0.84 -4.69 1.39
C 0.77 -2.96 1.77
N -0.05 -2.29 1.07
C -0.72 -3.07 0.14
C -1.68 -2.61 -0.75
C -2.27 -3.52 -1.61
C -1.91 -4.87 -1.59
C -0.95 -5.34 -0.71
C -0.36 -4.43 0.16
H 1.41 -2.54 2.53
H -1.92 -1.56 -0.73
H -3.02 -3.18 -2.31
H -2.39 -5.56 -2.27
H -0.68 -6.39 -0.69

Computed properties:
Net charge = -2
Energy above the lowest of the compared OMol25 structures with the same formula, charge and spin = 99.3 kcal per mole
LUMO level = 4.27 eV
Kohn-Sham gap = 6.1 eV

natural (NBO) atomic charge list, values in e, 2 entries: number 1, Mg, carries 1.644; number 2, O, carries -0.729


Computed, not measured: an isolated ion of composition C23H22NO3S2 and charge -1 in a non-equilibrium geometry, with the ωB97M-V functional and the def2-TZVPD basis.

Geometry (Å):
C 4.97 0.06 1.97
O 4.41 0.70 0.81
C 3.06 0.69 0.68
C 2.24 -0.15 1.47
C 0.88 -0.09 1.29
C 0.29 0.86 0.45
C -1.21 0.79 0.30
S -1.34 -0.74 -0.72
C -0.72 -0.16 -2.27
S -1.43 1.25 -2.77
N 0.16 -0.84 -3.07
C 0.76 -0.12 -4.21
C 0.99 -1.09 -5.37
C 1.98 -2.16 -4.92
C 1.46 -2.86 -3.67
C 1.01 -1.91 -2.56
C -2.01 0.73 1.56
C -1.56 0.88 2.93
O -0.43 0.90 3.44
C -2.80 0.98 3.78
C -2.94 1.09 5.16
C -4.23 1.19 5.69
C -5.36 1.15 4.84
C -5.21 1.00 3.46
C -3.92 0.91 2.95
C -3.47 0.76 1.51
O -4.22 0.70 0.54
C 1.11 1.71 -0.30
C 2.48 1.57 -0.27
H 6.00 0.40 2.00
H 4.45 0.34 2.89
H 4.93 -1.03 1.85
H 2.65 -0.83 2.21
H 0.25 -0.80 1.82
H -1.62 1.61 -0.31
H 1.74 0.30 -3.90
H 0.11 0.69 -4.54
H 1.33 -0.56 -6.27
H 0.03 -1.55 -5.63
H 2.12 -2.89 -5.72
H 2.96 -1.70 -4.72
H 0.60 -3.48 -3.94
H 2.22 -3.55 -3.28
H 1.90 -1.46 -2.08
H 0.46 -2.47 -1.80
H -2.05 1.08 5.79
H -4.37 1.30 6.77
H -6.36 1.25 5.26
H -6.05 0.95 2.77
H 0.64 2.45 -0.95
H 3.13 2.15 -0.92

Computed properties:
Net charge = -1
SMILES string = COc1ccc([C@@H](SC(=S)N2CCCCC2)C2=C([O-])c3ccccc3C2=O)cc1
Energy above the lowest of the compared OMol25 structures with the same formula, charge and spin = 0.0 kcal per mole
LUMO level = 2.66 eV
Kohn-Sham gap = 6.6 eV

natural (NBO) atomic charge list, values in e, 2 entries: number 1, C, carries -0.253; number 2, O, carries -0.512